[1]
Below is a molecular structure, C39H24N8O8S2W, with properties calculated with ωB97M-V/def2-TZVPD.

Values from the calculation:
LUMO, eV: -7.402
Net charge: +2
Multiplicity: 1
Energy relative to the best compared isomer or geometry (same formula, charge and spin), kcal per mole: 17.1

Positions of all 82 atoms, in Å:
W: -0.192079 -0.412922 -0.290025
S: 3.151693 2.556180 -1.728810
C: 3.976802 1.170119 -1.072716
C: 5.348871 0.956421 -0.997887
C: 5.786176 -0.266956 -0.535707
C: 4.869541 -1.265501 -0.189492
C: 3.507584 -1.048342 -0.253697
C: 3.053140 0.203772 -0.666321
N: 1.726044 0.638651 -0.811728
C: 1.659414 1.800242 -1.417594
C: 0.349792 2.289658 -1.773532
C: 0.139990 3.539486 -2.350273
C: -1.149467 3.963384 -2.602604
C: -2.209719 3.138123 -2.248486
C: -1.987842 1.895866 -1.668988
C: -0.699022 1.425000 -1.447072
H: 6.047735 1.719847 -1.310044
H: 6.846671 -0.464931 -0.470878
H: 5.234213 -2.235567 0.120203
H: 2.815220 -1.847985 -0.042296
H: 0.984548 4.175386 -2.586652
H: -1.331680 4.930129 -3.049440
H: -3.226371 3.469098 -2.415191
H: -2.855597 1.316416 -1.388907
N: 2.208934 -1.250202 3.243839
C: 2.282355 0.136836 3.275645
C: 2.890125 0.993712 4.181588
C: 2.761427 2.343724 3.928958
C: 2.036968 2.806511 2.820744
C: 1.433212 1.944574 1.925965
C: 1.579226 0.576217 2.157482
N: 1.097435 -0.563065 1.468788
C: 1.510180 -1.623872 2.168250
C: 1.288094 -3.004711 1.782536
C: 1.320024 -4.115827 2.572863
S: 0.916498 -5.478330 1.645490
C: 0.735736 -4.479298 0.263319
N: 0.955345 -3.218626 0.475853
H: 2.647394 -1.884838 3.891846
H: 3.431096 0.624118 5.041343
H: 3.215437 3.056337 4.602932
H: 1.933336 3.871776 2.666621
H: 0.843687 2.342295 1.113825
H: 1.520943 -4.197612 3.628663
H: 0.446176 -4.889235 -0.692561
O: 0.500150 -1.370362 -1.704018
C: 0.460467 -1.530779 -3.051341
C: 1.621538 -1.796371 -3.756769
C: 1.542294 -1.923381 -5.133049
C: 0.317425 -1.789711 -5.786777
C: -0.834887 -1.541956 -5.062953
C: -0.776483 -1.413283 -3.675996
C: -1.948950 -1.254819 -2.832698
N: -1.957153 -0.916675 -1.541284
C: -3.268114 -0.987028 -1.109596
C: -4.053552 -1.352892 -2.148655
N: -3.209545 -1.516203 -3.218762
H: 2.559014 -1.887746 -3.224556
H: 2.438563 -2.121932 -5.704030
H: 0.267214 -1.879311 -6.862214
H: -1.776439 -1.428451 -5.585094
H: -3.556033 -0.766258 -0.098314
H: -5.114154 -1.514333 -2.217220
H: -3.476240 -1.847206 -4.131997
O: -1.937382 -2.708317 2.555368
C: -1.894254 -1.712238 1.898731
O: -1.220693 -1.679053 0.722495
C: -2.605567 -0.442415 2.234830
C: -3.718587 -0.493207 3.058578
C: -4.383161 0.682565 3.343456
C: -3.947968 1.904436 2.870056
C: -2.826592 1.953567 2.062392
C: -2.156035 0.778414 1.709860
O: -1.064326 0.765119 0.949279
N: -2.355100 3.296051 1.644127
O: -1.374384 3.358727 0.926462
O: -2.980711 4.242977 2.055216
N: -5.588604 0.637444 4.201659
O: -5.958814 -0.460211 4.555512
O: -6.097946 1.697500 4.483751
H: -4.059954 -1.434106 3.468635
H: -4.464323 2.815387 3.139066

Atomic forces in eV per Å
0.2 0.3 -0.2
0.1 0.0 0.0
-0.1 0.0 0.0
0.0 0.0 0.0
0.0 0.0 0.0
0.0 0.0 0.0
0.0 0.0 0.0
0.0 0.1 0.0
-0.2 -0.1 0.2
0.0 0.1 -0.1
0.0 0.0 0.1
0.0 0.0 0.0
0.0 0.0 0.0
0.1 0.0 0.0
-0.1 0.0 -0.1
0.2 -0.1 0.0
0.0 0.0 0.0
0.0 0.0 0.0
0.0 0.0 0.0
0.0 0.0 0.0
0.0 0.0 0.0
0.0 0.0 0.0
0.0 0.0 0.0
0.0 0.0 0.0
0.0 0.0 0.0
0.0 -0.1 0.0
0.0 0.0 0.0
0.0 0.0 0.0
0.0 0.0 0.0
0.0 0.0 0.0
0.0 -0.1 0.1
0.2 0.2 0.0
0.0 0.0 0.0
-0.2 0.0 0.0
0.0 0.0 0.0
0.0 0.0 -0.1
0.0 0.0 0.2
0.1 -0.1 -0.2
0.0 0.0 0.0
0.0 0.0 0.0
0.0 0.0 0.0
0.0 0.0 0.0
0.0 0.0 0.0
0.0 0.0 0.0
0.0 0.0 0.0
-0.1 0.0 0.1
0.0 0.0 0.0
0.0 0.0 0.0
-0.1 0.0 0.0
0.0 0.0 0.1
0.0 0.0 -0.1
-0.1 0.0 0.0
0.0 0.0 0.0
0.0 0.0 0.1
0.0 -0.1 0.0
0.0 0.0 0.0
0.0 0.0 0.0
0.0 0.0 0.0
0.0 0.0 0.0
0.0 0.0 0.0
0.0 0.0 0.0
0.0 0.0 0.0
0.0 0.0 0.0
0.0 0.0 0.0
0.0 0.0 0.0
0.1 0.1 -0.2
-0.3 -0.3 0.2
0.1 -0.1 -0.1
-0.1 0.0 0.0
0.1 0.0 -0.1
0.0 0.0 0.1
0.0 0.1 0.0
0.2 -0.2 0.4
-0.3 0.2 -0.7
0.0 0.0 0.0
-0.1 0.0 0.1
0.0 0.0 -0.1
0.0 0.0 0.1
0.0 0.1 0.0
0.0 -0.1 0.0
0.0 0.0 0.0
0.0 0.0 0.0

---

[2]
Below is a molecular structure, C39H25F5InN11O3, with properties calculated with ωB97M-V/def2-TZVPD.

Values from the calculation:
LUMO, eV: -0.839
Net charge: 0
Multiplicity: 1

Positions of all 84 atoms, in Å:
In: 0.701682 0.713312 -0.237673
O: 1.303146 -2.880078 5.909094
C: 0.410573 -2.048590 5.676993
O: -0.567133 -1.649250 6.333861
C: 0.562809 -1.343808 4.306819
C: 1.688519 -1.527187 3.528350
C: 1.792261 -0.891979 2.302686
N: 0.824648 -0.074985 1.856801
C: -0.243755 0.163331 2.641744
C: -0.408177 -0.460498 3.854929
C: -1.173016 1.234841 2.179214
C: -2.301053 1.598573 2.900351
C: -2.999295 2.731461 2.527313
C: -2.545675 3.491553 1.460016
C: -1.453054 3.031266 0.757052
N: -0.807087 1.913068 1.084996
C: 2.986736 -1.073479 1.428101
C: 3.828726 -2.171191 1.557352
C: 4.913095 -2.273276 0.702961
C: 5.122746 -1.285247 -0.247833
C: 4.223318 -0.236028 -0.309601
N: 3.181845 -0.131994 0.508080
H: 2.459932 -2.180484 3.914049
H: -1.247113 -0.276815 4.512123
H: -2.618128 1.014305 3.751720
H: -3.876836 3.034155 3.084665
H: -3.034973 4.410325 1.168682
H: -1.073553 3.573250 -0.097861
H: 3.631573 -2.932414 2.300756
H: 5.585552 -3.118614 0.777391
H: 5.957668 -1.329518 -0.934621
H: 4.333619 0.552953 -1.047182
O: 1.293171 -1.003771 -1.295298
C: 0.980023 -1.547914 -2.457999
C: 1.460251 -2.844992 -2.725532
C: 1.151176 -3.509083 -3.891142
C: 0.337713 -2.906441 -4.852795
C: -0.117374 -1.628649 -4.621277
C: 0.200602 -0.925089 -3.450934
C: -0.196280 0.476891 -3.336781
N: -0.218645 1.246946 -2.261548
C: -0.549534 2.524009 -2.682449
C: -0.744767 2.524123 -4.019126
N: -0.524808 1.225264 -4.417548
H: 2.090250 -3.307849 -1.974992
H: 1.536671 -4.507976 -4.056867
H: 0.073431 -3.427645 -5.762767
H: -0.770018 -1.173071 -5.359411
H: -0.584095 3.359931 -2.008819
H: -1.009306 3.307427 -4.707331
H: -0.516799 0.894508 -5.365497
N: 0.541379 -2.968990 0.597162
C: -0.767536 -2.791809 0.847884
N: -1.387229 -3.749077 1.538305
C: -2.666712 -3.505167 1.788351
N: -3.333120 -4.384772 2.559345
N: -3.361250 -2.452426 1.320372
C: -2.640229 -1.586307 0.626986
N: -1.331088 -1.642500 0.407938
C: -3.419126 -0.449293 0.015765
C: -4.786029 -0.337812 0.254790
C: -5.492266 0.667003 -0.380003
C: -4.816559 1.519196 -1.239911
C: -3.454284 1.332818 -1.406903
N: -2.759914 0.377925 -0.791286
H: 0.919271 -3.872364 0.821593
H: 0.976354 -2.379290 -0.105336
H: -2.818180 -5.111167 3.021820
H: -4.271553 -4.170363 2.839157
H: -5.261617 -1.038750 0.922949
H: -6.557328 0.774473 -0.218481
H: -5.327480 2.312201 -1.770973
H: -2.891873 1.981270 -2.073078
F: 2.576840 1.909381 -2.746593
C: 2.620386 2.794265 -1.722428
C: 2.006242 2.506505 -0.518970
C: 2.184268 3.458209 0.468799
F: 1.683271 3.267611 1.707149
C: 2.886148 4.634987 0.280011
F: 3.034904 5.525884 1.265111
C: 3.460924 4.882839 -0.950499
F: 4.154318 6.004534 -1.151934
C: 3.333452 3.953949 -1.963519
F: 3.914354 4.183460 -3.146789

Atomic forces in eV per Å
0.8 0.5 -0.2
-0.2 0.0 0.0
0.1 0.1 0.2
0.1 -0.2 -0.1
0.0 0.1 -0.1
0.0 -0.1 0.0
0.0 0.1 -0.1
0.0 -0.1 0.1
0.0 0.1 -0.3
-0.1 0.0 0.1
0.2 -0.1 -0.1
-0.1 0.0 0.1
0.0 0.0 0.0
0.0 0.0 0.0
0.0 -0.1 -0.1
-0.1 -0.2 0.0
-0.1 0.1 0.0
0.0 -0.1 0.1
0.0 0.0 0.0
0.1 0.0 0.0
-0.1 0.1 0.0
-0.1 -0.1 0.1
0.0 0.0 0.0
0.0 0.0 0.0
0.0 0.0 0.0
0.0 0.0 0.0
0.0 0.0 0.0
0.0 0.0 0.0
0.0 0.0 0.0
0.0 0.0 0.0
0.0 0.0 0.0
0.0 0.0 0.0
0.0 0.0 -0.1
-0.1 0.0 0.2
0.0 0.0 0.0
0.0 0.0 0.0
0.1 0.0 0.0
-0.1 0.0 0.0
0.0 0.2 0.0
0.0 -0.1 0.0
-0.1 0.2 0.1
0.2 -0.2 0.1
0.0 -0.1 -0.1
-0.1 0.1 -0.1
0.0 0.0 0.0
0.0 0.0 0.0
0.0 0.0 0.0
0.0 0.0 0.0
0.0 0.0 0.0
0.0 0.0 0.0
0.0 0.0 0.0
-0.3 -0.2 -0.1
0.3 0.0 0.1
0.0 0.0 -0.1
-0.1 0.0 0.3
0.0 0.0 -0.2
0.0 0.0 -0.1
-0.1 0.2 0.0
-0.2 -0.1 -0.2
0.1 -0.1 0.0
0.0 0.0 0.1
0.0 0.0 0.0
0.0 0.0 0.0
0.1 0.0 0.0
0.0 0.1 0.0
0.0 0.0 0.0
0.1 0.1 0.0
0.0 0.0 0.0
0.0 0.0 0.0
0.0 0.0 0.0
0.0 0.0 0.0
0.0 0.0 0.0
0.0 -0.1 0.1
-0.1 0.0 0.0
0.0 -0.1 0.0
-0.2 0.0 0.0
0.0 -0.1 0.0
-0.1 -0.1 0.0
0.1 0.1 0.1
0.0 0.0 0.0
0.1 0.2 0.0
0.0 0.0 0.0
0.1 0.0 -0.1
0.0 0.0 0.0

---

[3]
Below is a molecular structure, C39H27NO3PSV at a distorted geometry, with properties calculated with ωB97M-V/def2-TZVPD.

Values from the calculation:
LUMO (alpha / beta), eV: -3.987 / -4.145
Net charge: +1
Multiplicity: 2
Energy relative to the best compared isomer or geometry (same formula, charge and spin), kcal per mole: 18.4

Positions of all 73 atoms, in Å:
V: -0.430255 0.843094 -0.874674
C: -5.099500 -0.676410 -0.458318
C: -4.389123 -0.638834 -1.650911
C: -3.039569 -0.947833 -1.649875
C: -2.399303 -1.297709 -0.452644
C: -3.119564 -1.349150 0.736817
C: -4.471643 -1.045296 0.724139
P: -0.598559 -1.457432 -0.590022
C: -0.317201 -2.793728 -1.774700
C: -0.897890 -4.037343 -1.525478
C: -0.689290 -5.078565 -2.412876
C: 0.078156 -4.876188 -3.553974
C: 0.645486 -3.636336 -3.805946
C: 0.457549 -2.591843 -2.912468
C: 0.127976 -1.913778 0.989324
C: 0.835948 -2.962525 1.402129
C: 1.800136 -2.796062 2.543242
C: 2.864537 -0.899875 3.067567
C: 2.561498 0.364479 2.334811
C: 2.927176 1.625585 2.578897
C: 2.353993 2.732488 1.809823
C: 1.326891 2.573774 0.953341
C: 0.836869 1.231790 0.652424
C: 1.682660 0.071169 1.157642
H: -6.149853 -0.417053 -0.454043
H: -4.890478 -0.372021 -2.571640
H: -2.473505 -0.941218 -2.575613
H: -2.627994 -1.623644 1.662490
H: -5.045956 -1.096354 1.639690
H: -1.527170 -4.169113 -0.652375
H: -1.126689 -6.049787 -2.222572
H: 0.223584 -5.687130 -4.255080
H: 1.234690 -3.481065 -4.700107
H: 0.902468 -1.620255 -3.094700
H: 0.849092 -3.902218 0.858498
H: 1.966093 -3.747896 3.043929
H: 3.587800 -0.757789 3.867636
H: 3.601434 1.860812 3.393648
H: 2.712955 3.731389 2.025137
H: 0.827432 3.449118 0.547760
C: 3.169442 -2.098006 2.107531
C: 3.266928 -1.716012 0.661887
C: 2.542683 -0.707086 0.189528
C: 0.350730 -0.605803 1.675013
C: -0.439892 0.579278 1.130898
C: -1.436374 1.169659 2.035507
C: -1.482333 0.788432 3.322737
C: -0.533351 -0.154440 3.912013
C: 0.363407 -0.784980 3.150556
C: 1.530841 -1.617129 3.530759
H: 4.036969 -2.676293 2.416541
H: 3.905486 -2.310878 0.018259
H: 2.562076 -0.400214 -0.849697
H: -2.106067 1.939015 1.681330
H: -2.201472 1.247876 3.989402
H: -0.546233 -0.289489 4.986971
H: 1.533654 -1.907127 4.578987
O: -1.993633 2.328042 -0.549098
S: -1.917936 2.776021 -1.950461
O: -3.133221 3.054415 -2.619462
N: -0.990885 1.587291 -2.591335
C: 0.303608 1.948552 -2.465106
O: 1.121875 1.044369 -2.167064
C: 0.527992 3.404076 -2.335417
C: 1.718297 4.109189 -2.347824
C: 1.666328 5.470632 -2.083155
C: 0.462838 6.099707 -1.775750
C: -0.731512 5.386255 -1.732621
C: -0.673604 4.046386 -2.040139
H: 2.651414 3.601249 -2.551376
H: 2.577284 6.052952 -2.108399
H: 0.452994 7.157635 -1.552727
H: -1.669215 5.857176 -1.469219

Atomic forces in eV per Å
-0.5 -2.0 2.0
0.0 0.0 -0.1
-0.1 0.0 0.0
0.0 0.0 0.1
0.1 0.2 -0.3
0.1 0.0 0.1
0.0 0.0 0.0
-0.2 -1.8 0.4
0.0 0.2 0.0
0.0 0.1 0.0
0.0 -0.1 0.0
0.0 0.0 0.0
0.1 0.0 -0.1
0.0 0.0 0.1
0.0 0.3 0.0
0.0 -0.1 -0.1
0.0 0.0 0.0
0.0 0.0 0.1
0.0 0.3 0.1
0.0 -0.4 0.1
-0.3 0.1 -0.2
0.2 0.5 0.0
-0.5 0.0 0.7
0.0 -0.3 -0.5
0.0 0.0 0.0
0.0 0.0 0.0
-0.1 0.0 0.0
0.0 0.0 0.0
0.0 0.0 0.0
0.0 -0.1 0.0
0.0 0.0 0.0
0.0 0.0 0.0
0.0 0.0 0.0
0.0 0.0 0.0
0.0 0.0 0.0
0.0 0.0 0.0
0.0 0.0 0.0
0.0 0.0 0.0
0.0 0.0 0.0
0.1 0.0 -0.1
-0.1 0.1 -0.1
0.1 -0.2 0.0
0.0 0.2 0.1
0.2 -0.2 -0.4
0.7 0.5 1.1
-0.4 0.0 0.2
0.0 0.2 -0.2
0.2 -0.2 0.0
-0.2 0.1 0.2
0.0 0.0 0.1
0.0 0.0 0.0
0.0 0.1 -0.1
0.1 0.0 0.0
-0.1 0.0 0.0
0.0 0.0 -0.1
0.0 0.0 0.0
0.0 0.0 0.0
0.2 -0.1 0.2
-0.6 1.3 -0.5
0.1 0.0 0.0
-0.6 0.3 -0.9
1.3 1.3 -1.6
0.1 0.1 -0.3
0.0 0.2 -0.1
0.0 -0.2 0.0
0.0 0.1 0.0
0.0 -0.1 0.0
-0.3 0.0 0.0
0.1 -0.4 0.0
0.0 0.0 0.0
0.0 0.0 0.0
0.0 0.0 0.0
0.0 0.1 0.0